{
  "formula": "C7H10N2O2",
  "method": "the ωB97M-V functional and the def2-TZVPD basis",
  "elements": ["H", "C", "C", "N", "H", "O", "H", "O", "C", "H", "C", "N", "H", "C", "H", "H", "H", "C", "H", "H", "C"],
  "positions_angstrom": [[-1.0988, -1.9931, 0.8495], [-0.7103, 1.5970, -0.2945], [-3.2119, -0.0685, 0.3470], [-0.2734, 0.9707, -1.4138], [3.1806, 0.9505, 0.9843], [-3.2581, -0.3050, -0.7718], [2.2287, -0.2353, 1.8689], [-3.1755, 0.1614, 1.4681], [1.2453, 0.5994, 0.1636], [-1.0131, -1.4941, -1.4043], [2.4703, 0.1308, 0.8716], [-0.2272, -2.0592, 0.3185], [0.5866, -2.2844, 0.8741], [0.2081, 1.3819, 0.7028], [2.9482, -0.6641, 0.3048], [1.4906, -0.1057, -1.9268], [0.1478, 1.7573, 1.7055], [0.8898, 0.3066, -1.1433], [-1.6240, 2.1596, -0.2827], [-0.7709, 0.9197, -2.2866], [-0.0327, -1.7255, -0.9349]],
  "e_tot_ev": -14494.1979,
  "de_lowest_kj_mol": 275.8,
  "lumo_ev": 0.544,
  "spin_multiplicity": 1,
  "largest_force_ev_per_a": 1.8,
  "e_homo_ev": -6.9,
  "total_charge": 0,
  "gap_ev": 7.41
}